i.
{
  "formula": "C3H7NO3",
  "method": "wB97M-V/def2-TZVPD",
  "species": ["C", "C", "O", "N", "C", "O", "O", "H", "H", "H", "H", "H", "H", "H"],
  "xyz": [[-0.1485, -0.7556, 0.0280], [-1.3570, -0.2018, -0.7219], [-2.5827, -0.9313, -0.3320], [1.1634, -0.1483, -0.3282], [1.8925, 0.8200, 0.2891], [1.1739, 1.2242, 1.3207], [2.9766, 1.1983, -0.1590], [-0.3268, -0.7834, 1.1980], [-0.0512, -1.8685, -0.1425], [-1.5596, 0.9245, -0.5661], [-1.4350, -0.3211, -1.8231], [-2.6012, -0.8982, 0.6248], [1.3430, -0.1335, -1.2681], [1.5127, 1.8747, 1.8805]],
  "mulliken_charge": [-0.426, -0.273, -0.511, -0.233, 0.600, -0.438, -0.606, 0.319, 0.221, 0.241, 0.278, 0.293, 0.202, 0.332],
  "total_charge": 0,
  "orbital_gap_ev": 10.5,
  "homo_energy_ev": -9.962,
  "smiles": "O=C(O)NCCO",
  "multiplicity": 1,
  "lumo_ev": 0.5
}

ii.
{
  "formula": "C3H7NO3",
  "method": "wB97M-V/def2-TZVPD",
  "species": ["C", "N", "C", "C", "O", "O", "H", "H", "H", "H", "H", "H", "H", "O"],
  "xyz": [[-1.3363, -1.8242, 1.8406], [-0.6800, -1.4128, 0.7130], [0.1514, -0.2330, 0.8022], [-0.1754, 0.8186, -0.2383], [-1.2910, 0.9014, -0.7284], [-1.4095, -1.1492, 2.8530], [-1.6951, -2.8435, 1.8927], [-1.1002, -1.6810, -0.2041], [0.0960, 0.2159, 1.7905], [1.2449, -0.4056, 0.8096], [0.6831, 1.5364, -0.2024], [1.2810, 1.4324, -3.3092], [2.5156, 2.5113, -3.1922], [1.7153, 2.1333, -2.8269]],
  "mulliken_charge": [0.011, -0.174, -0.527, 0.129, -0.501, -0.538, 0.395, 0.294, 0.340, 0.305, 0.257, 0.317, 0.310, -0.617],
  "total_charge": 0,
  "orbital_gap_ev": 10.5,
  "homo_energy_ev": -9.905,
  "smiles": "O=CCNC=O.O",
  "multiplicity": 1,
  "lumo_ev": 0.6
}

iii.
{
  "formula": "C3H7NO3",
  "method": "wB97M-V/def2-TZVPD",
  "species": ["O", "C", "C", "H", "H", "H", "H", "N", "C", "O", "O", "H", "H", "H"],
  "xyz": [[0.7446, 2.0797, 2.9866], [-0.0008, 1.1851, 2.6928], [-0.2359, 0.6881, 1.2969], [-0.5744, 0.6562, 3.4816], [-1.2911, 0.4563, 1.1608], [0.3638, -0.2123, 1.1400], [0.1168, 1.4190, 0.5714], [-0.5522, -0.3441, -1.6948], [0.2340, -1.4569, -1.7079], [1.4284, -1.2429, -2.3843], [-0.0017, -2.4929, -1.1609], [-0.1693, 0.5053, -2.0723], [-1.2827, -0.2379, -1.0145], [1.2207, -1.0026, -3.2954]],
  "mulliken_charge": [-0.459, -0.016, -0.733, 0.304, 0.292, 0.272, 0.322, -0.382, 0.629, -0.487, -0.515, 0.218, 0.236, 0.320],
  "total_charge": 0,
  "orbital_gap_ev": 10.5,
  "homo_energy_ev": -10.069,
  "smiles": "NC(=O)O.CC=O",
  "multiplicity": 1,
  "lumo_ev": 0.4
}

iv.
{
  "formula": "C3H7NO3",
  "method": "wB97M-V/def2-TZVPD",
  "species": ["C", "C", "C", "N", "O", "O", "O", "H", "H", "H", "H", "H", "H", "H"],
  "xyz": [[-0.3965, -1.3728, -0.4291], [-0.4117, 0.5454, 1.0631], [0.4712, -0.2694, 0.0026], [1.7270, -0.3844, 0.4329], [2.5938, 0.4604, 0.3812], [-1.5538, 1.0293, 0.4378], [0.1555, 1.0566, -1.4195], [-0.3754, -2.0165, 0.3581], [-0.0175, -1.7747, -1.3428], [-1.2993, -0.8881, -0.5434], [0.1651, 1.3425, 1.4196], [-0.7803, -0.2611, 1.8512], [-1.1976, 1.4492, -0.3225], [0.9195, 1.0836, -1.8891]],
  "mulliken_charge": [-1.225, -0.652, 0.922, -0.031, -0.302, -0.523, -0.726, 0.429, 0.363, 0.395, 0.396, 0.287, 0.433, 0.234],
  "total_charge": 0,
  "orbital_gap_ev": 8.4,
  "homo_energy_ev": -9.882,
  "multiplicity": 1,
  "lumo_ev": -1.4
}

What are the relative energies? In hartree: i 0.0154; ii 0.0361; iii 0.0000; iv 0.2011.